Molecular formula: C38H87N3O14P
Method: DFT, wB97M-V/def2-TZVPD

XYZ file:
```
143
Properties=species:S:1:pos:R:3:forces:R:3
H -1.0121 2.3163 -3.5386 -0.09 0.00 0.14
H 2.0079 3.2648 -0.4744 0.75 -2.29 -0.47
C 0.4988 6.6100 -5.2780 -0.03 0.20 -0.26
O -0.6379 6.3879 -6.1245 0.38 -0.29 0.08
C -0.7872 5.0566 -6.6386 -0.37 0.07 0.27
H -1.9289 -0.6425 -1.5804 1.72 1.29 0.71
C -1.1910 4.0367 -5.5709 0.85 -0.11 -0.14
H -6.2940 -3.3265 -3.5733 0.17 0.01 -0.17
H 3.1839 2.2304 3.2107 -0.04 -2.34 -0.48
H 5.9717 4.5655 -1.8463 -1.08 -1.96 1.10
H 0.3432 7.6027 -4.8394 -0.01 -0.06 -0.18
H 5.5480 -3.5865 0.5359 -1.24 1.89 -0.26
H -6.4345 -1.4532 4.4296 -0.05 0.07 0.26
H -6.7103 0.1065 8.7764 -0.02 0.01 -0.19
H 3.2620 -3.4567 -1.2177 2.10 1.43 -0.35
H -6.4684 -0.6490 -1.6928 -0.04 0.05 -0.12
O 2.2335 5.3135 -6.3852 -0.09 0.19 -0.42
H 7.3501 -0.3753 -3.5515 -1.05 -0.94 1.93
C -1.8315 1.0151 -0.0694 0.87 -0.97 -0.05
O -6.7036 -2.7102 -1.6678 0.13 0.37 -0.02
H 5.0088 -3.7171 -1.8996 -1.30 1.69 1.32
H 1.9916 -1.8351 -0.2788 -0.04 -0.08 0.01
H 3.4906 -2.0906 4.2354 1.31 1.60 -0.96
H -1.5753 3.1292 -6.0531 -0.23 0.08 -0.09
H 2.4281 5.7068 -8.4115 0.04 0.13 -0.10
H -5.2117 -2.0407 -2.9630 0.03 -0.05 0.04
H -1.1490 1.9361 0.1674 -1.54 -1.63 -0.33
H -4.5458 -4.0289 1.8895 0.22 0.12 0.17
C 1.7570 -0.6928 -2.3045 -0.31 0.23 -2.50
H 4.1704 4.1174 1.9901 0.59 1.26 -2.12
H 2.8695 2.0897 -2.9551 0.76 -0.18 2.16
C -5.7759 -6.3228 0.7361 -0.20 0.50 -0.04
H -1.6026 5.1196 -7.3678 0.00 0.09 0.16
H 4.2871 1.4427 -1.7408 -2.08 1.18 -0.77
C 4.4296 4.6479 0.9537 -0.58 -0.24 0.65
H 4.0334 3.9498 -2.9314 0.24 -0.49 1.40
C 3.1010 1.0717 2.9426 -1.46 1.32 -0.11
H -6.6996 1.0133 5.1131 0.04 0.17 -0.23
H 5.3177 -4.6265 4.4055 0.29 1.82 -1.74
C -5.9629 0.3506 5.5728 -0.14 -0.56 0.08
O -6.5497 -0.1855 6.7593 0.35 0.12 0.22
H 0.1016 4.7461 -7.1904 0.06 -0.13 0.26
H -5.2171 0.7316 8.0561 0.07 0.14 0.01
C 5.4900 -3.8959 3.4895 0.08 -0.33 -0.42
C -0.4126 3.2282 -3.4892 0.32 -0.06 -0.10
C 3.3940 2.2087 -1.9177 0.70 0.23 0.44
C -5.5983 -0.7721 4.5991 0.33 0.24 0.04
H -0.1892 -1.9272 -0.8329 0.06 1.52 -0.05
O 5.4878 -2.3710 -4.0742 -0.17 4.38 6.77
C -4.4755 -4.3474 0.8470 -0.33 0.29 -0.40
H -4.9774 -6.8353 0.1935 0.12 -0.10 0.08
H -7.9276 -1.2679 -0.8972 0.08 -0.13 -0.13
H 5.7567 2.5513 1.8703 -0.20 -0.35 -2.05
C -7.2571 -1.4070 -1.7504 0.09 -0.41 0.21
C 6.9430 -0.9030 -2.5888 -0.92 -0.95 0.53
C 5.5716 3.7194 0.2288 0.89 0.88 0.50
H 3.9040 -2.6194 0.9183 1.99 -0.07 -1.22
C 4.3277 -2.9510 -1.2944 0.04 -0.47 1.24
H -2.8994 1.2858 -0.4755 2.13 -0.22 0.66
H -5.1954 -4.3712 6.5746 0.22 -0.07 -0.07
H -7.2076 -4.1302 4.0000 0.02 -0.14 -0.02
C 2.4393 2.1563 -0.6069 -0.43 1.51 0.62
H -5.0605 0.9298 5.8118 -0.06 -0.10 -0.03
H -5.0025 -2.4386 -0.0812 -0.13 -0.24 0.03
H 2.0560 -1.2819 1.9023 -1.23 1.73 -0.68
H -6.7349 -6.7040 0.3751 0.08 0.15 0.06
N 4.0253 3.6167 -1.9378 1.09 -1.38 -0.35
H 0.8329 -1.3612 -2.6675 2.15 1.39 0.78
H -1.9734 4.4659 -4.9342 0.01 0.03 -0.03
C -5.3783 -3.6114 5.8046 -0.29 0.51 0.42
H -5.1012 -4.0170 4.8246 0.02 0.05 0.01
H 6.2491 -4.4608 2.7646 -1.46 1.60 1.77
H 3.8681 0.8690 2.0837 -1.20 0.14 1.84
O 7.5445 -2.4657 4.0567 -8.67 -0.16 -0.29
H 3.4148 4.7300 0.3771 2.12 -0.38 0.86
C 1.5561 0.8934 2.3195 0.22 0.11 2.53
H 4.4977 -3.7677 2.8771 1.93 -0.05 1.47
H -7.5049 -5.1791 5.4281 -0.01 -0.17 -0.11
H 0.2372 -0.8505 1.7121 2.48 1.03 -0.61
H 5.4259 -1.6504 0.2880 -0.98 -2.11 -0.07
H 3.1611 2.0344 0.3371 -1.54 -0.12 -1.99
O -0.0553 3.6582 -4.7928 -0.34 0.43 -0.06
C 3.3443 0.2136 4.3168 2.35 -0.04 -1.11
H -0.6808 0.6171 -2.1257 -0.33 -0.91 2.15
P 1.6290 -0.4166 -0.4217 0.16 -1.68 0.31
O -5.7311 -4.9267 0.4901 0.14 -0.43 -0.13
C 4.8648 -2.6787 0.2418 -0.47 -0.56 -0.73
H -5.6964 -6.5230 1.8093 0.09 -0.17 0.03
H -6.7720 1.5924 7.7983 0.11 0.11 0.10
H -4.8870 -1.8293 6.9794 -0.26 -0.12 -0.07
O -6.7685 -3.2888 5.8450 0.04 -0.11 -0.39
H -0.9588 4.0164 -2.9598 -0.12 -0.05 0.03
C -4.7389 -4.0189 -2.2387 0.31 0.43 -0.07
C -1.0268 0.0283 -1.1601 -3.04 -1.13 -0.88
H -1.9801 0.3515 0.9030 0.36 1.49 -1.93
H -5.3681 -0.3132 3.6304 0.11 -0.02 0.18
H 7.7143 -1.7669 -2.3181 -1.74 1.83 -0.50
H -3.3255 -2.6011 0.4050 -0.01 -0.15 -0.13
H 2.6071 7.0628 -5.4003 0.02 0.27 0.10
C -4.5357 -2.3673 6.0973 0.15 -0.16 -0.44
H 3.9408 5.8073 -7.4487 0.05 0.06 -0.16
O -4.4116 -1.4876 4.9704 -0.50 -0.08 0.32
H 1.5585 0.3522 -2.8486 0.76 -2.26 0.87
H -8.5852 -3.8104 5.0703 0.19 -0.02 0.09
O 5.6888 2.3711 0.8783 -0.35 2.08 0.59
C -5.7456 -2.9604 -2.6964 -0.19 -0.46 0.46
C 6.1845 -2.4975 3.9885 6.34 1.08 0.78
C 4.1337 -1.1817 3.8527 -1.67 -0.12 -0.43
H 3.2060 4.2291 -7.8197 -0.04 0.13 0.16
H -3.6656 -5.0836 0.7516 -0.07 0.08 -0.04
O 1.2801 1.2832 -0.6148 1.43 1.29 0.01
C -6.2928 0.6138 7.9025 -0.27 -0.29 -0.28
H 2.3839 0.0062 4.9532 1.87 0.39 -1.42
H 1.2264 1.9224 1.8768 0.58 -2.16 0.29
H 6.6161 4.2471 0.4648 -2.11 -1.00 -0.76
N 4.2714 -1.5693 -1.9821 2.22 -1.37 -2.38
H 6.0831 2.6862 -1.7842 -1.27 1.48 0.92
H 1.7189 7.2611 -6.9344 -0.03 -0.07 0.06
C 5.4925 -1.6448 -2.9243 0.78 -2.95 -5.06
C 5.4377 3.5957 -1.4001 0.80 1.10 -0.26
C 3.0763 -1.4397 -2.8738 -1.79 -0.78 -2.42
H 0.5079 3.0197 -2.9361 -0.15 -0.07 -0.11
C -4.1679 -3.1412 -0.0429 0.39 -0.20 0.07
H 0.8950 0.7789 3.3120 1.24 0.41 -1.94
O -3.7294 -3.5003 -1.3608 -0.61 -0.16 0.10
H 4.7842 5.7549 1.1722 -0.46 -2.36 -0.49
C 1.8275 6.6376 -6.0364 -0.24 -0.58 0.19
H 4.1556 0.8170 4.9485 -1.88 -1.35 -1.07
H 6.7824 -0.2026 -1.6674 0.51 -1.17 -1.86
C 2.9937 5.2749 -7.5820 -0.10 -0.18 0.47
H 0.5177 5.9024 -4.4468 0.16 -0.14 -0.19
N -0.0781 -0.9298 -0.5592 -1.83 1.22 -0.61
H -7.8288 -1.2925 -2.6743 -0.02 0.17 -0.11
H 3.3337 -0.9212 -3.9194 -0.10 -1.13 2.43
H -5.2278 -4.8921 -1.8036 -0.22 0.19 0.07
H 2.7644 -2.5519 -3.1791 0.56 2.34 0.46
H -4.1972 -4.3715 -3.1235 0.03 0.17 0.09
H 4.2782 -1.2010 2.6689 -0.68 0.02 2.67
C 1.3311 -0.4364 1.4691 -0.13 -0.42 2.47
H 3.0149 -0.0439 -0.2688 0.15 -0.29 0.05
C -7.5485 -4.1586 5.0407 0.06 0.37 0.25
O 5.4909 -1.2750 4.4247 0.61 -3.61 -1.65
H -3.5147 -2.6979 6.3179 -0.08 0.02 -0.18
```
Positions in Å, forces in eV/Å.

Computed properties:
HOMO   -4.054 eV
Calculated total energy   -3058.399000 a.u.
Net charge   -1
LUMO   2.14 eV

Atomic partial charges in e from the Mulliken method, atoms 1 to 4: number 1, H, carries 0.410; number 2, H, carries 0.106; number 3, C, carries -0.236; number 4, O, carries -0.483